No. 1
{
  "formula": "C10H6InN2O5",
  "method": "ωB97M-V with the def2-TZVPD basis set",
  "symbols": ["O", "C", "In", "O", "C", "C", "O", "C", "O", "N", "C", "O", "C", "C", "C", "C", "N", "C", "H", "H", "H", "H", "H", "H"],
  "coordinates": [[0.323, -2.870, -2.521], [0.279, -1.692, -2.530], [0.006, 0.279, -2.527], [-2.389, 0.282, -5.718], [-1.664, 0.272, -4.856], [2.237, 0.283, -2.845], [3.412, 0.287, -3.027], [0.278, 2.254, -2.481], [0.326, 3.431, -2.440], [-1.572, -1.146, 3.997], [-1.617, -1.117, 2.585], [-2.540, -1.693, 1.988], [-0.543, -0.389, 1.821], [0.513, 0.279, 2.401], [1.461, 0.916, 1.653], [1.350, 0.882, 0.250], [0.337, 0.246, -0.225], [-0.617, -0.395, 0.412], [-2.310, -1.645, 4.443], [-0.878, -0.717, 4.512], [0.631, 0.323, 3.497], [2.298, 1.447, 2.100], [2.117, 1.397, -0.354], [-1.440, -0.913, -0.135]],
  "forces_ev_per_a": [[0.0, 8.0, 0.1], [-0.3, -12.8, -0.5], [-1.5, 0.1, 1.4], [1.4, 0.0, 1.6], [-1.0, 0.0, -0.8], [10.5, 0.0, -1.9], [-8.5, 0.0, 1.4], [-0.1, 12.7, -0.2], [-0.1, -8.0, -0.1], [-0.5, -0.1, -4.6], [-2.6, -1.7, 2.4], [2.1, 1.4, 0.2], [-0.8, -0.6, -0.9], [0.1, 0.0, 1.7], [1.1, 0.8, -1.5], [2.2, 1.5, 3.2], [-1.7, -0.7, -5.7], [-1.1, -0.8, 2.4], [-0.4, -0.3, 0.4], [1.4, 0.8, 1.3], [-0.2, -0.1, -0.7], [-0.2, -0.1, 0.0], [-0.6, -0.4, 0.0], [0.6, 0.4, 0.7]],
  "mol_weight_g_mol": 348.98,
  "total_charge": 3,
  "relative_energy_kj_mol": 371.8,
  "gap_ev": 3.49,
  "homo_ev": -18.43
}

***

No. 2
{
  "formula": "C2H2ClFO",
  "method": "ωB97M-V with the def2-TZVPD basis set",
  "symbols": ["F", "C", "Cl", "C", "O", "H", "H"],
  "coordinates": [[0.976, 0.130, 1.468], [0.608, 0.189, 0.221], [1.753, 0.133, -1.091], [-0.688, -0.328, -0.157], [-0.503, 1.070, 0.090], [-0.880, -0.445, -1.161], [-1.266, -0.750, 0.632]],
  "forces_ev_per_a": [[1.6, -0.4, 0.9], [-2.7, 0.8, -1.6], [0.8, 0.5, 0.6], [-0.2, 0.6, 2.1], [1.6, 0.5, -0.2], [-0.5, -1.2, -1.9], [-0.5, -0.8, 0.1]],
  "mol_weight_g_mol": 96.49,
  "relative_energy_kj_mol": 93.4,
  "gap_ev": 11.87,
  "homo_ev": -11.03,
  "smiles": "F[C@@]1(Cl)CO1"
}

***

No. 3
{
  "formula": "C34H36Cl3HgN4O3S",
  "method": "ωB97M-V with the def2-TZVPD basis set",
  "symbols": ["Hg", "C", "C", "C", "C", "C", "C", "N", "N", "C", "C", "C", "C", "C", "C", "H", "H", "H", "H", "H", "H", "H", "H", "H", "Cl", "C", "C", "C", "Cl", "C", "O", "C", "Cl", "C", "H", "H", "C", "C", "N", "C", "C", "C", "S", "N", "C", "O", "C", "C", "C", "C", "C", "C", "H", "H", "H", "H", "H", "H", "H", "H", "H", "H", "H", "H", "H", "H", "H", "C", "C", "O", "C", "C", "H", "H", "H", "H", "H", "H", "H", "H", "H", "H"],
  "coordinates": [[-0.058, 0.644, 0.741], [-4.264, -2.538, 3.606], [-3.883, -2.203, 2.305], [-2.830, -1.342, 2.074], [-2.097, -0.779, 3.135], [-2.498, -1.111, 4.449], [-3.558, -1.976, 4.665], [-1.033, 0.039, 2.828], [-0.402, 0.536, 3.869], [0.639, 1.374, 3.536], [1.330, 1.980, 4.604], [2.390, 2.834, 4.369], [2.785, 3.120, 3.061], [2.096, 2.531, 2.001], [1.041, 1.660, 2.222], [-5.085, -3.223, 3.786], [-4.417, -2.626, 1.460], [-2.526, -1.100, 1.064], [-1.951, -0.676, 5.272], [-3.843, -2.219, 5.685], [0.998, 1.756, 5.612], [2.909, 3.290, 5.206], [3.614, 3.792, 2.868], [2.391, 2.770, 0.984], [-5.788, 5.652, 0.240], [-4.290, 4.783, -0.063], [-4.266, 3.400, 0.015], [-3.085, 2.741, -0.242], [-3.037, 1.002, -0.185], [-1.840, 3.372, -0.583], [-0.780, 2.742, -0.812], [-1.970, 4.801, -0.634], [-0.540, 5.715, -1.043], [-3.141, 5.486, -0.388], [-5.155, 2.841, 0.274], [-3.155, 6.566, -0.447], [4.337, -0.116, -3.852], [4.006, 0.875, -2.739], [3.621, 0.224, -1.495], [4.591, 0.189, -0.416], [5.600, -0.950, -0.530], [2.388, -0.349, -1.370], [2.037, -1.329, -0.027], [1.572, -0.092, -2.407], [0.249, -0.108, -2.316], [-0.487, -0.128, -1.308], [-0.469, -0.057, -3.646], [-1.859, -0.021, -3.655], [-2.551, 0.041, -4.856], [-1.858, 0.069, -6.059], [-0.469, 0.034, -6.054], [0.221, -0.027, -4.853], [4.709, 0.408, -4.736], [3.439, -0.671, -4.121], [5.095, -0.830, -3.525], [3.195, 1.526, -3.063], [4.876, 1.499, -2.521], [4.046, 0.101, 0.521], [5.112, 1.152, -0.414], [5.069, -1.901, -0.576], [6.250, -0.959, 0.348], [6.227, -0.845, -1.418], [-2.378, -0.024, -2.705], [-3.634, 0.078, -4.852], [-2.397, 0.128, -6.997], [0.076, 0.061, -6.990], [1.302, -0.047, -4.828], [-1.946, -3.240, -0.807], [-0.963, -4.034, 0.022], [-0.600, -3.288, 1.157], [0.323, -3.969, 1.975], [0.810, -3.040, 3.065], [-2.167, -3.770, -1.736], [-1.524, -2.268, -1.053], [-2.879, -3.089, -0.260], [-0.064, -4.278, -0.563], [-1.420, -4.988, 0.340], [1.167, -4.318, 1.360], [-0.160, -4.858, 2.414], [1.272, -2.154, 2.631], [1.548, -3.555, 3.685], [-0.017, -2.715, 3.694]],
  "forces_ev_per_a": [[0.6, 0.4, -0.4], [0.0, 0.0, 0.0], [0.0, 0.1, 0.0], [0.0, -0.1, 0.1], [0.0, -0.1, 0.0], [0.1, 0.1, -0.1], [0.0, 0.0, 0.0], [-0.7, -0.5, 0.3], [-0.1, -0.1, 0.0], [0.4, 0.3, 0.2], [0.0, 0.0, 0.0], [0.0, 0.0, -0.1], [0.0, 0.0, 0.0], [0.1, 0.1, 0.2], [-0.1, 0.1, -0.3], [0.0, 0.0, 0.0], [0.0, 0.0, 0.0], [0.0, -0.2, 0.1], [0.0, 0.0, 0.0], [0.0, 0.0, 0.0], [0.0, 0.0, 0.0], [0.0, 0.0, 0.0], [0.0, 0.0, 0.0], [0.0, 0.0, 0.0], [0.0, 0.0, 0.0], [0.0, 0.0, 0.0], [0.0, 0.0, 0.0], [0.1, 0.0, -0.1], [-0.5, 0.3, 0.0], [0.0, 0.1, 0.0], [0.0, 0.1, 0.0], [0.0, -0.1, 0.0], [0.0, 0.0, 0.0], [0.0, 0.0, 0.0], [0.0, 0.0, 0.0], [0.0, 0.0, 0.0], [0.0, 0.0, 0.0], [-0.1, 0.0, 0.0], [0.0, 0.0, 0.0], [0.1, 0.0, 0.0], [0.0, 0.0, 0.0], [0.0, 0.2, 0.3], [0.1, -0.3, -0.1], [-0.1, 0.0, -0.1], [0.2, 0.0, -0.1], [-0.1, -0.3, 0.0], [-0.1, 0.0, 0.1], [0.0, 0.0, 0.0], [0.0, 0.0, 0.0], [0.0, 0.0, 0.0], [0.0, 0.0, 0.0], [0.0, 0.0, 0.0], [0.0, 0.0, 0.0], [0.0, 0.0, 0.0], [0.0, 0.0, 0.0], [0.0, 0.0, 0.0], [0.0, 0.0, 0.0], [0.0, 0.0, 0.0], [0.0, 0.0, 0.0], [0.0, 0.0, 0.0], [0.0, 0.0, 0.0], [0.0, 0.0, 0.0], [0.0, 0.0, 0.0], [0.0, 0.0, 0.0], [0.0, 0.0, 0.0], [0.0, 0.0, 0.0], [0.0, 0.0, 0.0], [-0.1, 0.0, 0.0], [0.0, -0.1, 0.1], [0.0, -0.1, 0.0], [0.0, 0.0, 0.0], [0.0, 0.0, -0.1], [0.0, 0.0, 0.0], [0.0, 0.1, 0.0], [0.1, 0.0, 0.0], [0.0, 0.1, 0.0], [0.0, 0.0, 0.0], [0.0, 0.0, 0.0], [0.0, 0.0, 0.0], [0.0, 0.0, 0.0], [0.0, 0.0, 0.0], [0.0, 0.0, 0.0]],
  "mol_weight_g_mol": 887.70,
  "multiplicity": 2,
  "s2": 0.776,
  "total_charge": -2,
  "relative_energy_kj_mol": 86.9,
  "gap_ev": [4.70, 6.32],
  "homo_ev": [-0.34, -1.96]
}

***

No. 4
{
  "formula": "C25H34N2O6",
  "method": "ωB97M-V with the def2-TZVPD basis set",
  "symbols": ["O", "C", "C", "C", "C", "C", "C", "C", "C", "C", "O", "C", "C", "C", "C", "O", "O", "N", "C", "C", "N", "C", "C", "C", "C", "C", "C", "C", "O", "C", "O", "C", "C", "H", "H", "H", "H", "H", "H", "H", "H", "H", "H", "H", "H", "H", "H", "H", "H", "H", "H", "H", "H", "H", "H", "H", "H", "H", "H", "H", "H", "H", "H", "H", "H", "H", "H"],
  "coordinates": [[1.650, 2.260, 1.606], [1.362, 2.122, 0.425], [2.114, 1.118, -0.395], [3.380, 0.824, -0.104], [4.165, -0.240, -0.806], [4.522, -1.344, 0.173], [5.699, -1.175, 1.083], [5.763, -2.155, -0.049], [3.371, -0.777, -2.005], [1.874, -0.828, -1.690], [1.656, -1.770, -0.690], [0.301, -2.068, -0.394], [-0.327, -1.135, 0.640], [0.389, -1.197, 1.987], [-0.213, -0.207, 2.986], [-1.608, -0.352, 3.136], [1.382, 0.452, -1.357], [0.383, 2.848, -0.153], [-0.034, 2.845, -1.532], [-1.391, 2.148, -1.652], [-2.361, 2.819, -0.805], [-3.715, 2.299, -0.966], [-3.870, 0.857, -0.543], [-4.200, 0.543, 0.767], [-4.250, -0.771, 1.227], [-3.943, -1.758, 0.324], [-3.621, -1.456, -0.999], [-3.583, -0.164, -1.457], [-3.358, -2.619, -1.681], [-3.533, -3.661, -0.746], [-3.889, -3.119, 0.506], [-1.923, 2.851, 0.582], [-0.568, 3.554, 0.679], [3.858, 1.360, 0.699], [5.100, 0.200, -1.174], [3.655, -1.859, 0.562], [5.631, -1.553, 2.092], [6.280, -0.269, 1.001], [5.737, -3.210, 0.179], [6.387, -1.912, -0.896], [3.499, -0.118, -2.865], [3.710, -1.778, -2.268], [1.295, -1.096, -2.594], [-0.289, -2.052, -1.322], [0.322, -3.091, -0.005], [-0.303, -0.110, 0.272], [-1.375, -1.414, 0.767], [0.321, -2.214, 2.386], [1.443, -0.950, 1.854], [0.290, -0.321, 3.957], [-0.053, 0.816, 2.642], [-1.792, -1.260, 3.402], [-0.138, 3.889, -1.851], [0.702, 2.349, -2.159], [-1.262, 1.087, -1.386], [-1.739, 2.208, -2.686], [-3.979, 2.412, -2.021], [-4.376, 2.936, -0.373], [-4.426, 1.337, 1.461], [-4.502, -1.000, 2.248], [-3.344, 0.051, -2.486], [-2.592, -4.228, -0.648], [-4.329, -4.339, -1.095], [-1.833, 1.841, 1.015], [-2.662, 3.409, 1.161], [-0.656, 4.586, 0.325], [-0.202, 3.546, 1.706]],
  "forces_ev_per_a": [[0.1, -0.1, 0.1], [0.1, 0.1, 0.1], [0.4, -0.3, 0.0], [-0.1, 0.1, -0.2], [-0.1, -0.2, 0.0], [0.0, 0.1, -0.1], [0.0, 0.1, 0.2], [0.0, -0.2, -0.1], [-0.3, 0.1, 0.3], [0.2, -0.5, -0.8], [0.3, 0.2, 0.0], [-0.4, 0.1, 0.1], [0.4, -0.3, 0.0], [-0.4, 0.3, 0.0], [0.6, -0.1, 0.0], [-0.5, -0.2, 0.1], [-0.1, 0.3, 0.2], [-0.2, 0.1, 0.0], [-0.1, -0.3, -0.5], [0.3, 0.2, -0.1], [0.0, 0.1, 0.0], [0.0, 0.0, 0.0], [-0.1, 0.1, 0.1], [0.0, 0.1, -0.2], [0.1, -0.4, -0.1], [0.0, 0.3, -0.5], [-0.1, 0.0, 0.5], [0.0, -0.4, 0.0], [0.0, 0.5, -0.2], [0.1, -1.3, -0.2], [-0.1, 0.4, 0.4], [0.2, 0.2, 0.0], [-0.2, -0.1, 0.5], [-0.1, 0.1, 0.2], [0.0, 0.0, 0.0], [0.1, -0.1, 0.1], [0.0, -0.1, 0.1], [0.0, 0.1, -0.1], [0.0, -0.1, 0.1], [0.0, 0.1, -0.1], [0.0, 0.0, 0.0], [0.0, 0.0, -0.1], [0.1, 0.0, 0.3], [0.0, -0.1, 0.0], [-0.1, 0.1, -0.1], [-0.1, 0.0, 0.0], [0.0, 0.0, 0.0], [0.1, -0.1, 0.1], [0.1, 0.0, 0.0], [0.0, 0.1, -0.1], [0.1, -0.1, 0.0], [0.0, 0.1, 0.0], [0.0, -0.1, 0.0], [-0.1, 0.1, 0.0], [0.0, 0.1, -0.1], [0.0, -0.1, 0.0], [-0.1, 0.0, 0.0], [0.0, 0.0, -0.1], [0.0, 0.1, 0.1], [0.0, 0.0, 0.2], [0.1, 0.1, -0.2], [-0.2, 0.2, 0.0], [0.1, 0.2, 0.1], [0.0, 0.0, 0.0], [0.0, 0.0, 0.1], [0.0, 0.0, 0.0], [-0.1, 0.1, -0.1]],
  "mol_weight_g_mol": 458.55,
  "relative_energy_kj_mol": 243.8,
  "gap_ev": 8.80,
  "homo_ev": -8.11,
  "smiles": "O=C(C1=C[C@@H](C2CC2)C[C@@H](OCCCCO)O1)N1CCN(Cc2ccc3c(c2)OCO3)CC1"
}